Entry 1:
{
  "formula": "C41H36CoF9N3O3P",
  "method": "wB97M-V/def2-TZVPD",
  "homo_lumo_gap_ev": [8.2, 5.3],
  "e_tot_ha": -4596.477126,
  "e_homo_ev": [-14.01, -14.26],
  "relative_energy_ev": 0.443,
  "lumo_energy_ev": [-5.8, -9.0],
  "charge": 2,
  "multiplicity": 5,
  "elements": ["Co", "C", "O", "C", "C", "C", "C", "C", "C", "O", "C", "O", "C", "H", "H", "H", "H", "H", "H", "H", "H", "H", "F", "C", "F", "F", "C", "C", "C", "C", "C", "C", "P", "C", "C", "C", "C", "C", "C", "C", "F", "F", "F", "C", "C", "C", "C", "C", "C", "C", "F", "F", "F", "H", "H", "H", "H", "H", "H", "H", "H", "H", "H", "H", "H", "C", "C", "C", "C", "N", "N", "C", "H", "H", "H", "H", "H", "H", "H", "H", "C", "C", "C", "C", "N", "C", "C", "H", "H", "H", "H", "H", "H", "H"],
  "coordinates": [[-1.01, 0.16, 0.07], [-4.99, -5.35, 0.22], [-4.75, -4.96, 1.56], [-3.93, -3.96, 1.84], [-3.77, -3.65, 3.21], [-2.97, -2.62, 3.61], [-2.27, -1.82, 2.68], [-1.47, -0.68, 3.07], [-1.29, -0.31, 4.52], [-0.90, 0.06, 2.24], [-2.39, -2.16, 1.28], [-1.75, -1.54, 0.35], [-3.23, -3.22, 0.90], [-5.63, -6.23, 0.28], [-4.06, -5.61, -0.29], [-5.50, -4.56, -0.33], [-4.32, -4.24, 3.93], [-2.88, -2.41, 4.66], [-1.77, -0.98, 5.21], [-1.69, 0.70, 4.66], [-0.23, -0.27, 4.73], [-3.30, -3.43, -0.15], [2.94, -5.89, -2.11], [3.88, -5.00, -1.78], [4.70, -5.59, -0.91], [4.60, -4.75, -2.89], [3.28, -3.73, -1.23], [4.10, -2.62, -1.04], [3.56, -1.43, -0.60], [2.19, -1.34, -0.35], [1.39, -2.46, -0.51], [1.93, -3.66, -0.95], [1.41, 0.22, 0.20], [2.23, 1.53, -0.79], [1.55, 1.97, -1.93], [2.11, 2.90, -2.77], [3.36, 3.42, -2.47], [4.04, 3.02, -1.33], [3.48, 2.07, -0.49], [3.93, 4.44, -3.43], [5.11, 4.92, -3.05], [4.09, 3.89, -4.64], [3.09, 5.47, -3.58], [2.07, 0.46, 1.87], [1.96, 1.73, 2.45], [2.43, 1.95, 3.73], [2.99, 0.90, 4.44], [3.08, -0.37, 3.89], [2.61, -0.59, 2.61], [3.47, 1.18, 5.85], [3.98, 0.10, 6.44], [4.40, 2.13, 5.86], [2.45, 1.61, 6.61], [5.16, -2.70, -1.24], [4.20, -0.57, -0.47], [0.33, -2.40, -0.30], [1.30, -4.53, -1.09], [0.57, 1.57, -2.14], [1.59, 3.23, -3.66], [5.01, 3.44, -1.10], [4.01, 1.77, 0.41], [1.52, 2.54, 1.88], [2.36, 2.93, 4.18], [3.52, -1.18, 4.46], [2.68, -1.58, 2.18], [-2.63, 5.49, -0.01], [-2.78, 4.03, 0.14], [-3.92, 3.25, 0.31], [-3.49, 1.92, 0.36], [-2.15, 1.88, 0.22], [-1.75, 3.17, 0.09], [-4.32, 0.71, 0.53], [-3.61, 5.97, 0.04], [-2.17, 5.73, -0.96], [-2.00, 5.90, 0.78], [-4.92, 3.60, 0.39], [-0.77, 3.40, 0.01], [-5.37, 0.98, 0.52], [-4.09, 0.23, 1.49], [-4.13, -0.01, -0.26], [-1.12, 0.23, -6.44], [-1.18, 0.15, -4.96], [-2.16, 0.81, -4.22], [-2.13, 0.75, -2.84], [-1.21, 0.07, -2.15], [-0.31, -0.62, -2.86], [-0.25, -0.60, -4.23], [-1.92, 0.83, -6.84], [-1.17, -0.77, -6.87], [-0.16, 0.66, -6.74], [-2.92, 1.38, -4.71], [-2.88, 1.28, -2.25], [0.41, -1.19, -2.29], [0.52, -1.15, -4.74]]
}


Entry 2:
{
  "formula": "C5H9NSi",
  "method": "wB97M-V/def2-TZVPD",
  "homo_lumo_gap_ev": 9.6,
  "e_tot_ha": -540.129017,
  "e_homo_ev": -8.55,
  "relative_energy_ev": 0.253,
  "smiles": "N[SiH2]C1C=CC=C1",
  "lumo_energy_ev": 1.0,
  "multiplicity": 1,
  "elements": ["N", "Si", "C", "C", "C", "C", "C", "H", "H", "H", "H", "H", "H", "H", "H", "H"],
  "coordinates": [[-2.54, -0.65, -0.12], [-1.46, 0.68, -0.29], [0.18, 0.18, 0.74], [1.25, 1.15, 0.31], [2.21, 0.49, -0.39], [1.88, -0.97, -0.39], [0.71, -1.14, 0.29], [-3.57, -0.48, -0.16], [-2.45, -1.46, 0.43], [-2.11, 2.06, 0.05], [-1.11, 0.58, -1.63], [-0.07, 0.34, 1.75], [1.43, 2.22, 0.38], [3.04, 1.00, -0.83], [2.35, -1.86, -0.69], [0.26, -2.14, 0.55]]
}